1.
The following is a quantum chemistry calculation of a structure of composition C36H74N10O14SZn in a non-equilibrium geometry, from OMol25.

Each line ends with the Löwdin charge.
CARTESIAN COORDINATES (ANGSTROEM)
Zn -2.27 1.37 1.43  0.546
S -0.88 1.27 -0.68  0.271
O 2.77 4.81 -1.10  0.066
O -0.95 4.67 2.36  0.009
O 0.17 -2.47 -3.36  -0.241
O 1.42 0.43 -5.71  -0.002
O -2.11 5.56 -4.22  0.043
O -1.45 2.42 0.08  -0.333
O -1.28 1.13 -2.04  -0.296
O -3.13 -0.25 2.14  -0.012
O -0.73 1.25 2.74  -0.001
O -1.38 0.27 0.18  -0.347
O -3.67 4.43 5.01  -0.189
O -3.90 1.48 0.38  -0.277
O 1.25 -7.66 -6.19  -0.224
O 0.55 1.34 -0.58  -0.345
N 0.35 -5.22 -5.98  -0.070
N 1.35 1.52 2.01  0.210
N -0.32 0.46 -4.43  0.187
N 0.37 4.46 0.58  0.201
N 3.02 2.67 -0.47  0.157
N 2.62 -1.31 -0.68  -0.065
N -2.91 2.85 2.74  -0.049
N -2.31 3.38 -3.60  0.170
N -2.46 -2.07 1.14  0.207
N 3.79 -4.49 5.51  -0.092
C -3.87 -2.31 3.11  0.033
C 4.16 -5.20 6.73  0.036
C 3.88 -1.74 -0.44  0.057
C 2.56 -4.44 3.47  0.066
C 4.61 -3.51 5.09  0.033
C 0.48 1.39 3.00  -0.522
C 3.12 -2.60 1.77  -0.159
C 1.86 -2.16 1.46  0.046
C 4.14 -2.40 0.81  0.081
C -3.89 3.40 1.75  -0.138
C 4.41 -2.95 3.85  0.062
C -4.31 3.12 4.91  -0.199
C 1.33 2.22 -4.09  0.021
C 3.39 3.97 -0.51  -0.590
C -2.82 5.01 -1.96  0.002
C -4.34 1.12 -0.94  -0.029
C 1.60 -1.54 0.22  0.078
C 1.55 -8.98 -6.71  -0.062
C 2.14 -6.66 -6.66  -0.224
C -4.51 5.37 5.72  -0.086
C 0.24 6.67 1.61  0.021
C -0.15 5.17 1.56  -0.542
C 0.82 0.98 -4.76  -0.614
C 0.93 1.45 4.42  0.024
C -3.43 2.32 4.00  -0.187
C -2.37 4.69 -3.40  -0.591
C 1.82 -5.35 -5.92  -0.187
C -3.08 -1.50 2.13  -0.517
C 3.36 -3.40 3.01  -0.116
C 2.81 -4.97 4.75  0.036
C -0.21 -4.58 -4.81  -0.194
C -1.03 -2.53 -2.69  -0.111
C 4.70 4.22 0.25  0.001
C 0.13 -3.03 -4.68  -0.171
C -4.80 2.40 1.00  -0.143
C 2.36 -0.78 -1.99  0.017
H 1.56 3.01 -4.80  0.104
H 3.74 1.99 -0.31  0.092
H 2.17 2.04 -3.42  0.060
H -2.17 -3.03 1.26  0.124
H 0.09 1.61 5.08  0.094
H 1.46 -8.94 -7.80  0.093
H -3.20 -3.08 3.53  0.086
H 0.63 -1.20 -0.11  0.111
H 2.52 -9.26 -6.31  0.085
H 2.71 -1.52 -2.72  0.126
H -5.36 0.73 -1.00  0.108
H -0.01 -5.15 -3.90  0.110
H -3.33 3.96 1.00  0.112
H -2.55 2.01 4.57  0.116
H -0.77 -2.44 -1.63  0.064
H 4.29 -4.46 7.52  0.119
H 2.19 -5.34 -4.89  0.108
H 2.14 2.33 -0.82  0.050
H 5.12 -2.82 1.03  0.128
H 2.15 -4.45 -6.43  0.113
H -2.13 2.65 -2.94  0.053
H 3.17 -6.97 -6.50  0.120
H -1.30 -4.59 -4.90  0.109
H 1.51 0.54 4.59  0.077
H -3.94 6.29 5.56  0.093
H -3.39 5.94 -1.93  0.084
H 1.21 6.75 1.11  0.068
H -1.58 -1.62 -2.93  0.090
H -4.64 -2.88 2.60  0.100
H 2.29 1.87 2.18  0.114
H 4.59 -1.60 -1.25  0.155
H 3.03 0.07 -2.11  0.112
H 0.01 3.52 0.45  0.053
H 3.44 -5.98 6.98  0.117
H 4.64 4.26 1.34  0.077
H -1.99 5.08 -1.27  0.066
H -5.54 5.38 5.39  0.086
H 1.01 -2.48 2.05  0.131
H 1.66 2.24 4.56  0.093
H 0.60 2.49 -3.32  0.057
H -4.56 4.18 2.10  0.130
H 5.38 -3.26 5.81  0.158
H 1.03 1.39 1.06  0.033
H -3.48 4.27 -1.50  0.048
H 5.15 -5.61 6.57  0.122
H 4.94 -2.07 3.51  0.138
H 0.36 7.02 2.64  0.079
H -4.36 2.60 5.86  0.124
H 1.08 -2.75 -5.13  0.115
H -5.52 1.86 1.61  0.132
H -0.34 -0.48 -4.81  0.086
H 1.99 -6.43 -7.71  0.128
H -2.27 3.60 2.92  0.069
H -2.06 3.16 -4.55  0.115
H 1.73 -4.73 2.85  0.137
H -0.04 -6.13 -6.19  0.097
H -0.48 -2.36 -5.28  0.114
H 2.22 -5.81 5.10  0.155
H -4.30 -1.61 3.82  0.096
H -4.54 5.14 6.79  0.083
H -5.41 3.01 0.33  0.135
H 5.48 3.48 0.06  0.075
H 1.13 4.68 -0.03  0.068
H -1.56 -3.47 -2.82  0.096
H -3.71 0.29 -1.25  0.085
H 5.00 5.23 -0.01  0.088
H -5.35 3.17 4.57  0.118
H 1.29 -0.63 -2.07  0.091
H 0.87 -9.76 -6.38  0.086
H -2.02 -1.46 0.47  0.077
H -0.65 0.65 -3.50  0.028
H -4.16 1.92 -1.65  0.093
H -3.99 1.40 3.84  0.107
H -0.42 7.37 1.10  0.085

Computed properties:
HOMO energy	-11.742	eV
E_LUMO	-7.5999	eV
multiplicity	1
Kohn-Sham gap	4.14	eV
net charge	+2

2.
The following is a quantum chemistry calculation of a cluster of 5 separate species, C36H75Cl4N5O8PS in total, from OMol25.

Each line ends with the Löwdin charge.
CARTESIAN COORDINATES (ANGSTROEM)
Cl -1.92 3.74 4.51  0.658
Cl -0.05 3.37 1.60  0.717
Cl -0.38 -2.75 -1.64  0.775
Cl -2.71 -5.10 -1.19  0.654
S 0.52 -0.38 2.49  0.517
P -0.92 -1.61 2.23  0.304
O -2.76 0.28 3.09  -0.044
O -3.17 3.33 -5.42  0.001
O 7.49 -1.83 4.70  0.014
O 8.47 -7.07 5.45  0.027
O -3.50 -1.90 1.47  0.003
O -0.51 -3.04 1.63  -0.202
O -1.67 -2.14 3.54  -0.168
O 2.41 0.31 6.21  0.020
N -2.92 4.75 -7.13  0.018
N 9.30 -6.45 3.45  0.015
N -1.22 -0.08 -0.88  0.024
N 9.10 -3.04 5.69  0.014
N 3.59 0.30 4.31  0.000
C -5.74 3.15 -3.11  -0.207
C -3.24 2.37 -7.61  -0.004
C 0.34 0.99 -2.55  -0.144
C -2.00 -2.55 -0.90  -0.597
C -3.18 -3.32 -3.16  -0.122
C -3.11 3.51 -6.63  -0.536
C 8.74 -7.36 4.29  -0.541
C -4.90 5.48 -2.42  -0.265
C -1.42 2.39 2.22  -0.671
C -4.25 0.72 -1.33  -0.162
C -1.52 -0.39 -3.51  -0.037
C -6.25 1.79 -2.58  -0.189
C 4.73 -0.27 6.40  0.000
C -2.06 1.52 1.09  -0.225
C 9.68 -6.63 2.07  -0.074
C -2.41 -1.06 1.14  -0.378
C -2.83 5.15 -8.52  -0.068
C -3.05 -3.39 -1.66  -0.708
C 6.79 -3.82 5.83  -0.002
C -5.18 0.70 -2.56  -0.188
C 9.63 -4.15 6.45  -0.081
C -0.47 3.03 -3.84  -0.093
C -2.46 3.29 2.86  -0.767
C 0.45 2.51 -2.74  -0.222
C 7.81 -2.81 5.35  -0.544
C -1.03 1.17 0.01  -0.134
C -5.69 4.23 -2.04  -0.228
C -5.41 6.18 -3.67  -0.107
C 4.75 0.12 3.46  -0.072
C -1.11 0.47 -2.34  -0.283
C -3.71 -0.69 -1.10  -0.119
C -2.34 -1.05 -0.47  -0.229
C 8.46 -8.74 3.75  -0.008
C -2.83 4.54 2.09  -0.138
C 3.48 0.14 5.65  -0.551
C -2.83 0.32 1.67  -0.282
H -0.03 2.89 -4.83  0.085
H 10.75 -6.46 1.93  0.085
H -4.45 -1.27 -0.54  0.133
H -2.93 4.28 -9.17  0.072
H -1.86 5.62 -8.74  0.087
H -0.23 -3.66 2.33  0.114
H 4.48 -0.35 7.45  0.084
H -3.23 -2.78 1.77  0.114
H 6.77 -3.88 6.92  0.093
H 5.61 -0.19 4.05  0.055
H 9.47 -7.65 1.75  0.070
H -3.87 0.40 1.37  0.152
H -5.66 -0.29 -2.62  0.116
H -1.99 5.23 2.07  0.060
H 1.00 0.67 -1.74  0.124
H -2.35 2.26 -8.23  0.087
H -2.20 -3.31 -3.64  0.068
H 9.38 -9.23 3.41  0.085
H -4.71 6.95 -4.01  0.068
H 1.49 2.74 -2.96  0.116
H 10.35 -4.73 5.86  0.075
H -0.67 4.10 -3.72  0.081
H -3.68 -1.15 -2.08  0.056
H 9.13 -5.95 1.41  0.084
H -1.89 -3.09 0.02  0.016
H -4.01 -3.19 -1.17  0.098
H -3.39 1.45 -7.04  0.077
H -6.63 1.94 -1.57  0.108
H -0.04 1.07 0.43  0.040
H -1.01 2.00 -0.68  0.089
H -3.65 0.13 3.45  0.137
H 0.23 3.03 -1.80  0.093
H 5.81 -3.50 5.47  0.074
H -4.73 3.02 -3.53  0.089
H -2.80 2.16 0.61  0.123
H -3.68 5.04 2.57  0.084
H -0.84 -1.22 -3.69  0.055
H 9.44 -5.54 3.86  0.120
H -3.11 4.30 1.07  0.071
H -7.09 1.44 -3.18  0.110
H 4.57 -0.65 2.71  0.080
H -1.00 1.74 2.97  0.032
H -2.54 -0.75 -3.46  0.049
H -4.09 2.51 -8.27  0.088
H -0.37 -0.63 -0.75  0.089
H 10.13 -3.82 7.36  0.086
H 5.00 1.05 2.94  0.082
H -3.73 -4.19 -3.52  0.080
H 2.72 0.58 3.89  0.065
H -6.37 3.48 -3.93  0.109
H -3.84 5.21 -2.54  0.100
H 5.12 -1.21 6.03  0.059
H -6.37 6.66 -3.49  0.077
H -3.45 1.44 -1.51  0.096
H 0.71 0.50 -3.45  0.123
H -4.94 6.18 -1.58  0.104
H -1.45 2.55 -3.84  0.039
H 8.02 -9.33 4.55  0.083
H 9.74 -2.33 5.36  0.139
H -3.75 -2.44 -3.48  0.069
H -3.35 2.68 3.03  0.095
H 7.77 -8.70 2.90  0.084
H -1.47 0.28 -4.37  0.102
H -3.62 5.85 -8.78  0.088
H -2.84 5.47 -6.43  0.140
H -4.81 1.10 -0.46  0.111
H 8.83 -4.83 6.72  0.060
H 5.52 0.48 6.27  0.092
H -5.54 5.48 -4.50  0.058
H -1.78 1.33 -2.33  0.104
H -5.23 3.79 -1.14  0.094
H -4.56 0.80 -3.45  0.113
H 7.01 -4.82 5.45  0.068
H -1.59 -1.51 4.27  0.101
H -6.71 4.50 -1.75  0.120

Computed properties:
HOMO energy	-10.514	eV
E_LUMO	-1.8484	eV
multiplicity	1
Kohn-Sham gap	8.67	eV
net charge	+1

3.
The following is a quantum chemistry calculation of a cluster of 9 separate species, C36H76Br2N9O9 in total in a non-equilibrium geometry, from OMol25.

Each line ends with the Löwdin spin population.
CARTESIAN COORDINATES (ANGSTROEM)
Br -1.11 -8.83 2.72  0.000
Br -2.90 -8.44 -0.07  0.000
O -0.36 4.64 16.35  0.000
O 0.77 -0.37 13.81  0.000
O 0.14 4.38 -8.15  0.000
O 0.10 7.27 -12.93  0.000
O -0.23 -3.83 -1.73  0.000
O -0.08 -0.63 -6.06  0.000
O -1.85 -1.85 8.32  0.000
O 1.61 -0.26 -10.57  0.000
O 0.60 -2.43 4.18  0.505
N -2.02 5.73 15.30  0.000
N 2.87 0.15 13.21  0.000
N 0.16 -3.52 3.68  0.383
N -1.70 -3.18 -3.29  0.000
N 1.34 -1.93 -12.04  0.000
N 1.03 0.54 -7.62  0.000
N 2.28 7.78 -12.80  0.000
N -1.38 4.91 -9.72  0.000
N -0.65 -2.18 10.19  0.000
C 0.54 -2.16 11.03  0.000
C -1.41 -7.10 1.95  0.000
C -0.77 -1.77 8.90  0.000
C -1.74 -5.14 3.50  -0.001
C -1.87 5.54 -10.94  0.000
C -0.64 -0.96 -10.97  0.000
C -1.41 4.59 15.73  0.000
C -0.73 -6.00 2.73  0.002
C 1.39 6.92 -14.92  0.000
C -0.76 -2.85 1.46  0.020
C 4.02 1.01 12.98  0.000
C 0.90 5.76 -9.95  0.000
C 0.64 -2.51 -3.53  0.000
C 0.27 -5.16 1.89  0.003
C 0.60 -2.89 -12.84  0.000
C -2.08 3.28 15.39  0.000
C -2.41 -5.62 0.20  0.000
C -0.69 -4.58 5.68  0.010
C -0.45 -3.22 -2.78  0.000
C 0.85 -1.01 -11.17  0.000
C -3.25 5.87 14.55  0.000
C 1.19 7.33 -13.48  0.000
C -1.09 -4.01 4.31  0.028
C 0.57 0.37 -6.37  0.000
C 1.40 1.93 14.01  0.000
C -2.19 -2.52 -4.50  0.000
C -2.11 -2.87 4.54  0.014
C -0.13 4.96 -9.19  0.000
C -2.14 -6.96 0.85  0.000
C 3.64 7.92 -13.27  0.000
C 0.29 -3.67 2.21  0.028
C 1.80 1.64 -8.16  0.000
C 0.87 1.46 -5.37  0.000
C 1.68 -3.15 1.80  0.000
C 1.64 0.48 13.67  0.000
C 0.46 -1.22 8.21  0.000
H -1.48 2.48 15.80  0.000
H -2.28 -5.79 4.19  0.000
H 0.83 -0.34 8.74  0.000
H -0.18 -5.53 5.51  0.001
H 0.75 -2.91 -4.53  0.000
H -1.52 6.57 15.56  0.000
H -1.41 -1.99 -5.05  0.000
H 0.19 -0.94 7.20  0.000
H 3.77 2.04 13.24  0.000
H 3.72 7.61 -14.31  0.000
H 0.78 -3.17 11.35  0.000
H 1.99 2.39 -7.41  0.000
H -0.47 -2.81 -12.65  0.000
H 0.43 1.19 -4.42  0.000
H 2.07 2.27 14.79  0.000
H -2.03 4.37 -9.17  0.000
H 4.86 0.69 13.60  0.000
H 2.10 6.10 -14.99  0.000
H 4.32 0.97 11.94  0.000
H 1.26 -5.55 2.14  0.001
H -2.62 -3.28 -5.16  0.000
H 0.38 2.04 14.36  0.000
H -3.98 6.45 15.12  0.000
H -2.97 -1.80 -4.24  0.000
H -2.15 3.16 14.31  0.000
H -2.37 -3.68 -2.73  0.000
H -1.77 -3.03 1.81  0.001
H 2.74 1.26 -8.56  0.000
H -0.52 -1.79 1.50  0.002
H -1.58 -4.78 6.27  0.000
H -2.68 6.22 -10.70  0.000
H -3.68 4.89 14.34  0.000
H 0.44 2.41 -5.70  0.000
H 1.94 1.58 -5.24  0.000
H -0.87 -0.18 -10.25  0.000
H 1.53 2.56 13.12  0.000
H -0.74 -3.14 0.40  0.002
H -1.50 -2.54 10.58  0.000
H -3.10 -5.78 -0.63  0.000
H 1.38 -1.75 10.48  0.000
H 0.15 -5.33 0.82  0.000
H 0.36 -1.55 11.92  0.000
H 0.59 6.80 -10.04  0.000
H 0.42 -1.45 -3.61  0.000
H 3.96 8.96 -13.20  0.000
H -1.15 -0.73 -11.90  0.000
H 1.70 -2.06 1.81  -0.001
H -1.02 -1.91 -10.59  0.000
H -2.90 -4.93 0.88  0.000
H 2.97 -0.84 13.01  0.000
H -3.08 3.23 15.83  0.000
H 1.04 5.36 -10.96  0.000
H 1.86 -3.47 0.77  0.000
H 1.57 -2.64 -2.98  0.000
H -2.18 -2.64 5.60  0.001
H 1.84 5.70 -9.41  0.000
H 2.08 8.04 -11.84  0.000
H -0.14 -6.49 3.50  0.001
H 1.25 -1.97 8.18  0.000
H -1.85 -1.95 4.02  0.002
H 2.34 -1.91 -12.13  0.000
H 2.44 -3.54 2.47  0.000
H -3.10 -3.16 4.20  0.001
H 4.32 7.31 -12.68  0.000
H -1.52 -5.19 -0.24  0.000
H -2.50 -4.73 2.83  0.000
H -2.24 4.77 -11.62  0.000
H 1.24 2.10 -8.98  0.000
H 0.43 6.59 -15.31  0.000
H -1.07 6.09 -11.43  0.000
H 0.78 -2.73 -13.90  0.000
H 0.91 -3.91 -12.59  0.000
H -0.03 -3.88 6.18  -0.001
H 0.80 -0.21 -8.26  0.000
H 1.75 7.76 -15.51  0.000
H -3.07 6.37 13.60  0.000

Computed properties:
energy relative to the best compared isomer or geometry (same formula, charge and spin)	5.45	kcal per mole
HOMO energy (alpha / beta)	-7.646 / -8.432	eV
E_LUMO (alpha / beta)	0.3844 / 0.3844	eV
multiplicity	2
Kohn-Sham gap (alpha / beta)	8.03 / 8.82	eV